[1]
A molecular structure, C7H20N3OSn, computed with ωB97M-V with the def2-TZVPD basis set.

Its total charge is +1. Its energy is -19926.381 eV. The spin multiplicity is 1. As for the energy above the lowest of the compared OMol25 structures with the same formula, charge and spin: 0.000 eV.

CARTESIAN COORDINATES (ANGSTROEM)
C  -1.0372  -1.1882  -2.0254
Sn  -0.6350  0.1778  -0.3955
N  1.2745  0.8750  -1.3894
H  -0.5632  -1.0406  0.8135
H  -1.5051  1.6720  -0.4444
H  -2.0226  -1.6071  -1.7764
H  -0.2694  -1.9782  -2.0327
H  -1.0688  -0.6465  -2.9743
H  2.0530  0.4256  -0.8937
H  1.3522  1.8948  -1.2890
H  1.2820  0.6283  -2.3848
C  3.6902  0.6761  2.6668
N  2.4582  0.6812  3.4129
C  2.6453  0.6818  4.8528
C  1.3501  0.9194  5.5829
C  0.2060  0.2795  4.8346
N  0.1489  0.8758  3.5266
C  -1.1637  1.0354  2.9318
C  1.2749  0.8631  2.7536
O  1.2371  0.9878  1.4917
H  3.4586  0.6731  1.6002
H  4.2738  -0.2163  2.9365
H  4.2907  1.5683  2.9097
H  3.0811  -0.2847  5.1528
H  3.3945  1.4472  5.1060
H  1.1664  1.9968  5.6626
H  1.4302  0.5182  6.6001
H  -0.7532  0.4433  5.3266
H  0.3860  -0.8067  4.7568
H  -1.6147  0.0617  2.6897
H  -1.8224  1.5512  3.6508
H  -1.1042  1.6493  2.0338

Atomic forces in eV per Å
C -0.01 0.61 0.29
Sn -0.02 -0.71 -0.45
N -0.11 0.09 0.43
H 0.10 0.65 0.01
H 0.40 -0.57 0.24
H 0.31 -0.06 -0.34
H -0.37 0.29 -0.01
H -0.11 -0.36 0.01
H -0.16 0.38 -0.29
H 0.20 -0.52 0.00
H 0.08 0.07 0.46
C 0.43 -0.04 -0.28
N -0.54 0.21 -0.68
C 0.27 -0.25 0.21
C -0.09 0.39 0.81
C 0.29 -0.35 0.41
N 0.04 0.09 -0.94
C -0.29 0.05 0.20
C 0.09 -0.09 -0.32
O -0.25 0.07 0.63
H 0.20 -0.04 0.26
H -0.09 0.22 -0.15
H -0.17 -0.25 -0.12
H -0.09 0.15 -0.18
H -0.23 -0.13 -0.04
H -0.08 -0.16 0.03
H -0.05 0.11 -0.19
H 0.13 -0.03 0.04
H -0.22 0.16 0.03
H 0.01 0.23 0.03
H 0.28 -0.19 -0.28
H 0.04 -0.03 0.17


[2]
A molecular structure, C7H20NaO2Si2 at a distorted geometry, computed with ωB97M-V with the def2-TZVPD basis set.

Its total charge is +1. Its energy is -31846.828 eV. The spin multiplicity is 1.

CARTESIAN COORDINATES (ANGSTROEM)
C  4.2839  -1.6969  -0.0952
C  4.3603  -0.1838  0.0573
O  3.0974  0.4389  -0.2444
Si  2.3227  1.0856  1.0302
O  0.9780  1.8625  0.5046
Si  0.3816  1.8933  -1.0487
C  -0.8347  0.4727  -1.1621
C  -2.2040  0.9081  -0.6459
C  -3.2351  -0.2030  -0.3001
C  -3.7530  -0.0469  1.1393
C  -2.7238  -1.6249  -0.4900
H  4.9923  -2.0569  -0.8340
H  3.2889  -1.9899  -0.4118
H  4.5111  -2.2042  0.8375
H  5.0939  0.2464  -0.6156
H  4.6851  0.0765  1.0671
H  1.8775  -0.0100  1.9315
H  3.1686  2.0336  1.7689
H  -0.3636  3.1610  -1.1943
H  1.4250  1.8062  -2.0799
H  -0.8930  0.1225  -2.1904
H  -0.4128  -0.3308  -0.5575
H  -2.0650  1.5223  0.2469
H  -2.6477  1.5807  -1.3747
H  -4.0964  -0.0927  -0.9528
H  -3.5651  0.9493  1.5397
H  -4.8182  -0.2220  1.2362
H  -3.2528  -0.7680  1.7706
H  -3.4662  -2.3386  -0.1410
H  -2.4854  -1.8498  -1.5226
H  -1.8082  -1.7970  0.0865
Na  -1.8414  -0.7442  2.6444

Atomic forces in eV per Å
C 0.15 -0.03 0.05
C 0.09 -0.11 -0.18
O 0.14 -0.05 0.04
Si -0.22 0.33 0.36
O 0.22 -0.21 -0.29
Si -0.34 0.27 -0.12
C 0.04 0.26 -0.09
C -0.06 -0.20 0.08
C 0.03 0.03 0.04
C -0.17 0.46 -0.35
C -0.04 0.05 0.19
H 0.04 -0.04 -0.13
H -0.14 -0.02 -0.07
H -0.04 -0.07 0.12
H 0.05 0.07 -0.14
H -0.03 0.09 0.13
H -0.08 -0.05 0.13
H 0.05 -0.04 0.06
H 0.03 0.00 0.02
H 0.11 -0.03 0.09
H -0.02 -0.18 -0.09
H 0.11 -0.16 -0.06
H 0.07 0.13 0.09
H -0.05 0.12 -0.06
H -0.08 0.10 -0.11
H -0.05 0.15 0.02
H -0.09 -0.22 0.07
H -1.45 -0.45 -0.53
H -0.12 -0.13 -0.07
H 0.06 -0.04 -0.14
H 0.10 -0.08 0.05
Na 1.70 0.09 0.87


[3]
A molecular structure, C7H21ClI2N5P2Tl at a distorted geometry, computed with ωB97M-V with the def2-TZVPD basis set.

Its total charge is +2. Its energy is -67028.645 eV. The spin multiplicity is 1. As for the energy above the lowest of the compared OMol25 structures with the same formula, charge and spin: 0.000 eV.

CARTESIAN COORDINATES (ANGSTROEM)
I  0.4127  -2.1266  -4.8197
I  -0.0032  2.6724  -2.6461
Tl  -0.0733  -0.1754  -2.8205
P  -2.4677  1.1603  -0.1472
C  -3.7572  0.8380  -1.4223
C  -2.9647  -0.1582  1.0472
H  -3.9535  0.0546  1.4740
H  -4.3050  2.3428  0.9470
H  -2.2105  -0.1880  1.8447
H  -2.6935  2.8056  1.6208
H  -3.6367  -0.1840  -1.8057
H  -2.9723  -1.1281  0.5375
C  -3.2617  2.5866  0.7053
H  -4.7578  0.9660  -0.9914
H  -3.2262  3.4563  0.0374
H  -3.6019  1.5476  -2.2437
P  3.1109  1.2465  0.4303
C  3.2919  0.9568  -1.3199
C  3.9230  2.7006  1.0800
H  2.8254  -0.1569  2.3476
H  4.4540  -0.3573  1.5891
H  3.0051  -1.1052  0.8469
C  3.3765  -0.2299  1.3986
H  3.5593  2.9203  2.0955
H  5.0096  2.5172  1.1030
H  4.3701  0.9258  -1.5341
H  2.8292  1.7677  -1.9063
H  3.7268  3.5767  0.4443
H  2.8417  -0.0077  -1.6068
Cl  1.1314  1.6393  0.7905
N  -0.8175  -4.9398  -0.4232
N  -0.7399  -3.6576  0.0921
N  -0.3259  -3.4854  1.3827
C  0.1533  -2.2363  1.3216
N  0.1270  -1.7034  0.0869
N  -0.3655  -2.6493  -0.7216
H  -1.3502  -4.9210  -1.2810
H  -1.2111  -5.5492  0.2795
H  0.5475  -1.7220  2.1871

Atomic forces in eV per Å
I -0.30 0.96 1.28
I 0.06 -1.27 -0.32
Tl -0.10 0.51 -0.64
P -1.01 -0.81 0.26
C 0.35 0.18 -0.13
C 0.49 0.08 0.03
H 0.24 -0.14 -0.11
H 0.30 0.07 -0.04
H -0.32 -0.12 -0.02
H -0.30 0.08 -0.22
H -0.13 0.20 0.03
H -0.02 0.11 0.15
C 0.57 0.21 -0.18
H 0.17 -0.08 -0.23
H -0.07 -0.07 0.29
H -0.28 -0.15 0.04
P -2.08 0.39 0.94
C 0.33 0.12 -0.36
C 0.64 0.11 -0.18
H 0.32 0.15 -0.27
H -0.32 -0.04 0.02
H 0.08 0.28 0.07
C 0.51 -0.35 0.05
H 0.08 -0.28 -0.33
H -0.28 0.13 0.05
H -0.20 -0.06 -0.09
H 0.23 -0.21 0.34
H -0.02 -0.34 0.09
H 0.21 0.29 0.31
Cl 0.83 -0.22 -0.39
N -0.10 0.13 0.01
N 2.71 1.11 0.55
N -0.76 0.94 -1.98
C -0.26 -0.61 0.02
N -0.15 -0.98 -0.76
N -0.78 -0.11 1.77
H -0.24 -0.07 -0.02
H -0.21 -0.08 0.07
H -0.18 -0.09 -0.08


[4]
3 unconnected molecules or ions with the total composition C7H21N3PS at a distorted geometry, computed with ωB97M-V with the def2-TZVPD basis set.

Its total charge is +1. Its energy is -32181.727 eV. The spin multiplicity is 1. As for the energy above the lowest of the compared OMol25 structures with the same formula, charge and spin: 3.656 eV.

CARTESIAN COORDINATES (ANGSTROEM)
C  -1.2831  -1.8890  -0.8317
C  -3.4484  -1.9904  0.1853
C  -4.3406  1.1268  0.3986
C  -2.2020  2.1784  1.2100
C  5.1013  -0.1225  -0.3869
C  4.0685  -1.5925  1.0793
C  -2.0766  0.0730  0.1828
N  -2.3414  -1.1892  -0.2017
N  -2.8814  1.0116  0.6470
N  5.2322  -1.1556  0.5681
P  0.4402  0.7983  0.5378
S  1.9545  2.0539  0.3961
H  -0.4795  -1.1722  -1.4089
H  -0.6262  -2.5743  -0.3296
H  -1.7338  -2.4153  -1.7160
H  -3.7849  -1.5004  1.2488
H  -4.2655  -2.1417  -0.4456
H  -3.0316  -2.9744  0.2850
H  -4.6351  1.9450  -0.3294
H  -4.5720  0.1877  -0.0592
H  -4.9029  1.2970  1.2331
H  -1.5088  1.9630  2.0471
H  -1.7203  2.7975  0.3762
H  -3.0676  2.7798  1.6442
H  4.1797  -0.2425  -0.9389
H  4.8717  0.8681  0.0705
H  6.0469  -0.0182  -0.7869
H  4.2275  -2.3129  1.9356
H  3.4427  -0.6915  1.4211
H  3.3187  -1.8546  0.2192
H  5.7898  -1.9302  0.2543
H  0.4271  0.5129  1.9279
H  0.9692  -0.3980  -0.0631

Atomic forces in eV per Å
C 2.56 0.89 -5.16
C -0.24 0.94 4.61
C 1.45 0.00 -3.25
C -1.35 2.12 0.07
C -1.50 1.24 1.83
C -4.83 0.22 1.23
C 0.50 -0.37 0.12
N 1.27 3.16 0.38
N 0.63 -0.28 -0.19
N 2.94 0.39 0.02
P 1.21 -1.37 0.23
S -1.03 0.20 -0.36
H -2.32 -1.39 1.55
H -0.37 -0.39 1.18
H 0.46 0.12 0.85
H 0.38 -1.82 -2.48
H -1.32 0.63 -1.45
H 0.01 -0.59 0.77
H 0.95 -0.79 0.66
H -0.78 -0.31 -0.21
H -1.11 0.16 2.57
H -0.45 -0.05 -0.68
H -0.53 -0.84 1.25
H 1.44 -0.37 -0.43
H 0.05 -0.46 -1.54
H 0.38 -0.45 0.44
H 1.45 0.36 -2.06
H -0.73 0.52 -1.23
H 1.06 -0.92 0.48
H 0.75 -0.93 1.09
H 0.36 0.07 -0.26
H -0.59 -0.18 -0.38
H -0.69 0.49 0.35